Density functional theory data (wB97M-V/def2-TZVPD) for 2 unconnected molecules or ions with the total composition C25H15BF3N4O6S.

XYZ file:
```
55
Properties=species:S:1:pos:R:3:nbo_charge:R:1
N -3.0320 -2.7037 5.7456 -0.373
C -2.6209 -1.8566 5.0422 0.303
C -1.9419 -0.9239 4.2504 -0.452
C -0.2649 -1.6031 1.8083 -0.148
C 0.7108 -1.1425 2.6429 0.003
N 1.9512 -1.7442 2.9612 0.380
O 2.2703 -2.9205 3.0663 -0.328
O 2.8087 -0.6929 3.4780 -0.151
N 2.0261 0.3684 3.7916 -0.086
C 0.7548 0.0887 3.4059 0.145
C -0.3446 0.8709 4.0001 -0.065
N -0.2442 2.2698 4.0693 0.495
O 0.7117 2.8595 3.5255 -0.431
O -1.1798 2.8665 4.6610 -0.454
C -1.4380 0.2609 4.6880 -0.076
H 0.0471 -2.3031 1.0212 0.234
H -1.8943 0.8553 5.4940 0.250
C -1.8262 -3.9446 -4.2926 -0.646
C -1.0561 -3.1609 -3.2782 -0.145
C -1.0701 -1.7813 -3.1161 -0.264
C -0.1071 -1.2889 -2.1845 -0.201
C 0.6384 -2.3145 -1.5995 -0.260
B -1.7518 -1.1975 2.6454 0.814
C 1.6994 -2.1040 -0.6555 0.042
C 2.2572 -3.2152 0.0048 -0.241
C 3.4996 -3.0896 0.6196 -0.157
C 4.1611 -1.8778 0.5323 -0.180
C 5.6206 -1.8248 0.8769 0.979
F 6.2690 -0.8640 0.1552 -0.330
F 5.8414 -1.5523 2.2056 -0.329
F 6.2479 -3.0095 0.6061 -0.331
C 3.4726 -0.7127 0.2178 -0.169
C 2.2038 -0.8131 -0.3468 -0.240
O -2.3285 0.0584 1.9942 -0.672
C -3.4851 -0.3404 1.4599 0.264
C -3.6559 -1.7740 1.5623 0.258
C -4.8768 -2.3441 1.1964 -0.278
C -5.9775 -1.4874 1.0901 -0.257
C -5.7871 -0.0904 0.9709 -0.248
C -4.5018 0.4784 0.9637 -0.290
O -2.6544 -2.3705 2.2166 -0.660
S 0.1598 -3.8912 -2.2052 0.401
H -1.9269 -3.3076 -5.1886 0.226
H -1.2411 -4.8519 -4.5217 0.222
H -2.8371 -4.2198 -3.9284 0.231
H -1.7083 -1.1601 -3.7410 0.222
H 0.0579 -0.2200 -1.9915 0.228
H 1.7472 -4.1870 -0.0058 0.227
H 3.9920 -3.9091 1.1352 0.239
H 3.9587 0.2400 0.3967 0.239
H 1.6011 0.0655 -0.5936 0.229
H -4.9417 -3.4261 1.0673 0.209
H -7.0037 -1.8891 1.1088 0.204
H -6.6306 0.6008 0.8900 0.201
H -4.1884 1.5009 0.6820 0.216
```

Output
- DFT total energy (eV) = -64070.317
- total charge = -1
- orbital gap (eV) = 4.26
- HOMO (eV) = -4.419
- lowest unoccupied orbital energy (eV) = -0.16